Below is a molecular structure, C41H43BrCl3F5HfN6O5, with properties calculated with ωB97M-V with the def2-TZVPD basis set.

XYZ file:
```
105
Properties=species:S:1:pos:R:3:lowdin_charge:R:1
Hf 12.49 10.45 12.54 1.7418
C 11.27 7.71 13.81 -0.0787
N 11.34 9.15 14.12 -0.3462
C 9.95 9.65 14.52 -0.0678
C 12.29 9.28 15.26 -0.2532
C 12.42 10.74 15.55 -0.2027
N 12.51 11.56 14.32 -0.1467
C 12.66 12.90 14.48 -0.1933
C 13.85 13.52 14.87 -0.1399
F 14.83 12.74 15.42 0.0773
C 13.92 14.86 14.83 -0.2330
F 15.10 15.43 15.23 0.0544
C 12.89 15.69 14.54 0.0678
C 11.68 15.12 14.14 -0.1836
F 10.73 15.98 13.75 0.0925
C 11.55 13.73 14.12 -0.1340
F 10.40 13.18 13.75 0.0898
H 11.10 7.16 14.72 0.0910
H 10.40 7.46 13.18 0.0901
H 12.23 7.39 13.32 0.0839
H 9.81 9.46 15.60 -0.0011
H 9.97 10.73 14.46 0.0549
H 9.15 9.21 13.93 0.0847
H 11.88 8.85 16.16 -0.0134
H 13.25 8.81 15.00 0.1166
H 11.57 11.02 16.18 0.1141
H 13.24 10.82 16.19 0.1001
H 13.09 16.74 14.52 0.1327
F 18.75 7.32 10.38 0.0732
C 18.45 8.60 10.17 -0.2015
C 17.13 9.01 10.16 0.0736
C 16.75 10.31 9.93 -0.0346
C 15.35 10.69 10.11 -0.1767
O 14.51 9.74 10.02 -0.0248
C 15.13 12.09 10.26 0.0098
C 16.21 12.96 10.10 0.0798
N 17.53 12.62 10.00 0.0217
C 18.53 13.69 10.08 -0.2510
C 18.36 14.90 9.23 -0.0589
C 19.45 13.92 8.99 -0.1178
C 17.79 11.29 9.98 -0.1086
C 19.18 10.90 9.93 0.0747
C 19.50 9.56 10.02 -0.1829
N 20.81 9.16 9.96 -0.0828
C 21.09 7.92 9.16 -0.1090
C 22.48 7.89 8.66 -0.1392
N 23.43 8.25 9.75 0.0339
C 23.19 9.57 10.36 -0.1021
C 21.82 10.16 10.00 -0.1585
C 13.90 12.83 10.74 -0.5964
O 13.67 13.93 10.26 0.0838
O 13.33 12.22 11.69 -0.1338
H 16.38 8.22 10.18 0.1520
H 16.02 14.03 10.22 0.1610
H 18.90 13.76 11.12 0.1734
H 18.45 15.89 9.60 0.1110
H 17.63 14.86 8.47 0.1011
H 20.43 14.19 9.19 0.0821
H 19.36 13.33 8.03 0.1466
H 19.93 11.65 9.84 0.0791
H 20.37 8.05 8.30 0.1711
H 20.95 7.05 9.85 0.1357
H 22.70 8.56 7.77 0.1681
H 22.71 6.86 8.36 0.1421
H 24.31 8.29 9.26 0.1653
H 23.37 7.45 10.68 0.3152
H 23.98 10.19 10.01 0.1247
H 23.31 9.46 11.42 0.1308
H 21.88 10.72 9.01 0.1557
H 21.66 10.88 10.76 0.1219
Cl 10.35 8.79 17.93 -0.5179
C 8.72 12.30 10.78 -1.2414
Cl 8.32 13.92 11.21 0.5843
Cl 7.85 11.76 9.45 0.6079
C 9.71 11.67 11.34 -0.3602
N 10.52 10.94 11.82 0.0135
C 10.81 9.11 9.15 -0.0405
C 12.35 8.86 9.21 -0.5577
C 12.76 7.41 9.66 -0.0546
C 13.03 8.92 7.82 -0.0601
C 12.98 9.89 10.19 -0.1675
H 10.43 8.59 8.30 0.0684
H 10.59 10.16 9.06 0.0496
H 10.28 8.67 10.04 0.0979
H 12.34 6.71 9.03 0.0450
H 12.41 7.00 10.62 0.0779
H 13.85 7.33 9.71 0.0779
H 12.74 8.02 7.26 0.0846
H 14.12 8.94 7.90 0.0768
H 12.71 9.80 7.27 0.0834
H 12.72 10.82 9.65 0.0898
Br 20.40 7.55 13.46 0.6551
C 18.92 8.84 13.38 -0.6263
C 19.13 10.19 13.62 -0.1246
C 18.04 11.08 13.54 -0.0482
C 16.80 10.55 13.18 -0.0104
C 16.61 9.18 13.05 -0.1130
C 17.69 8.33 13.17 -0.1124
C 15.24 8.54 12.77 -0.5720
O 15.15 7.34 12.50 0.0641
O 14.26 9.34 12.81 -0.1562
H 20.16 10.60 13.76 0.1077
H 18.19 12.16 13.85 0.1315
H 15.97 11.23 13.18 0.1102
H 17.60 7.24 13.10 0.1309
```

Output
Total energy (eV): -184892.7099
Orbital gap (eV): 3.03
Total charge: 0
Relative energy (zero: lowest compared OMol25 entry of this formula, charge and spin) (kJ/mol): 394.3
Highest occupied orbital energy (eV): -5.88